P) DFT (ωB97M-V/def2-TZVPD) results for a cluster of 2 separate species, C16H17N in total.

Summary:
* LUMO energy: 0.807 eV
* gap between HOMO and LUMO: 8.62 eV
* multiplicity: 1
* SMILES: Cc1c[nH]c2ccccc12.Cc1ccccc1
* net charge: 0
* highest occupied orbital energy: -7.81 eV

XYZ file:
```
34
C16H17N, DFT ωB97M-V/def2-TZVPD
C -2.9417 1.1769 -1.5261
C -2.4593 1.3846 0.9426
C -2.1270 1.6485 -0.3502
C -0.3958 2.3065 0.9936
C -0.8326 2.2456 -0.3561
C 0.7821 2.9351 1.4062
C 0.0142 2.7441 -1.3381
C 1.5666 3.4021 0.3708
C 1.1861 3.3917 -0.9643
N -1.3550 1.6962 1.7382
H -3.2977 0.9364 1.4475
H -1.4878 1.6129 2.7309
H -3.3016 1.9626 -2.1582
H -3.5842 0.3572 -1.2137
H 1.0197 2.9877 2.4585
H -0.1825 2.7449 -2.4052
H 2.4487 3.9725 0.6503
H 1.7892 3.7832 -1.7612
H -2.2945 0.5379 -2.1112
C -1.0210 -2.7636 -0.7156
C 2.9394 -2.8086 0.8618
C 1.8612 -3.0935 1.7106
C 2.7597 -2.5261 -0.4688
C 0.5965 -2.9832 1.1823
C 1.4808 -2.7114 -1.0164
C 0.3831 -2.7881 -0.1860
H 3.9461 -2.7961 1.2588
H 2.0814 -3.2319 2.7561
H 3.5566 -2.1236 -1.0784
H -0.2822 -3.1366 1.8028
H 1.3042 -2.7276 -2.0882
H -1.1143 -1.9290 -1.4128
H -1.7315 -2.5300 0.0766
H -1.3068 -3.6772 -1.2369
```

Atom charges from the natural (NBO) analysis, given in e for atoms 1 to 4:
1. C -0.638
2. C -0.031
3. C -0.078
4. C 0.146

---

Q) DFT (ωB97M-V/def2-TZVPD) results for a cluster of 2 separate species, C16H17N in total.

Summary:
* LUMO energy: 0.910 eV
* gap between HOMO and LUMO: 8.75 eV
* multiplicity: 1
* SMILES: Cc1c[nH]c2ccccc12.Cc1ccccc1
* net charge: 0
* highest occupied orbital energy: -7.84 eV

XYZ file:
```
34
C16H17N, DFT ωB97M-V/def2-TZVPD
C 3.1875 1.1412 -2.6339
C -0.1580 -0.7902 -2.4371
C -0.1093 -1.5393 -1.2760
C 0.8488 0.0836 -2.8828
C 2.0878 0.1349 -2.2834
C 1.1438 -1.3665 -0.6181
C 2.2011 -0.6139 -1.0968
H -1.0477 -0.8293 -3.0670
H -0.7816 -2.1120 -0.6579
H 0.6773 0.7957 -3.6836
H 1.3161 -1.9146 0.2976
H 3.0266 1.3120 -3.7009
H 4.1365 0.5987 -2.6140
H 3.0926 -0.8283 -0.5149
H 3.1673 1.9638 -1.9314
C -0.8818 2.3845 -0.1509
C -1.9338 -0.5870 1.8077
C -0.9869 0.3548 1.4474
C -1.5660 1.2319 0.4844
C -2.9312 0.9832 0.5502
C -0.5067 -1.7231 3.3254
C -1.7543 -1.6060 2.7758
C 0.5259 -0.8344 2.8788
C 0.3357 0.1567 1.9654
N -3.1436 -0.2051 1.2387
H -0.3356 -2.3264 4.2042
H -2.5879 -2.2535 3.0048
H 1.4771 -1.1665 3.2929
H 1.1380 0.7339 1.5461
H -3.9181 -0.4435 1.8294
H -3.8015 1.3359 0.0247
H -1.6107 3.1637 -0.3595
H -0.3647 2.0279 -1.0613
H 0.0576 2.7372 0.2961
```

Atom charges from the natural (NBO) analysis, given in e for atoms 1 to 4:
1. C -0.636
2. C -0.195
3. C -0.232
4. C -0.245

---

Which of them is the least stable? Correct choice: Q).

---

P) DFT (ωB97M-V/def2-TZVPD) results for a cluster of 2 separate species, C16H17N in total.

Summary:
* LUMO energy: 0.852 eV
* gap between HOMO and LUMO: 8.74 eV
* multiplicity: 1
* SMILES: Cc1c[nH]c2ccccc12.Cc1ccccc1
* net charge: 0
* highest occupied orbital energy: -7.89 eV

XYZ file:
```
34
C16H17N, DFT ωB97M-V/def2-TZVPD
C -2.4947 -1.3483 0.5886
C -1.7841 -3.1161 -1.1652
C -2.0465 -2.8087 0.1794
C -1.2844 -4.3694 -1.3756
C -1.0591 -5.3392 -0.3317
C -1.8698 -3.7254 1.2883
C -1.3432 -5.0354 1.0260
H -1.8863 -2.3113 -1.8763
H -0.9331 -4.5590 -2.2604
H -1.8126 -0.8700 1.3186
H -3.4922 -1.2075 1.1321
H -0.5700 -6.2437 -0.6653
H -1.8901 -3.3155 2.3957
H -1.1293 -5.7324 1.8182
H -2.6726 -0.7500 -0.3408
C 2.3806 3.6228 -2.4315
C 1.4722 1.9507 0.7385
C 1.1906 2.8672 -0.3323
C 2.2866 2.9541 -1.1481
C 3.2124 2.0562 -0.6563
C 0.4121 1.5063 1.6363
C -0.8101 2.1836 1.5283
C -1.0104 3.2225 0.5711
C -0.0381 3.5740 -0.3676
N 2.7506 1.5523 0.6023
H 0.6267 0.7264 2.2623
H -1.5956 1.9255 2.3229
H 3.3771 1.1712 1.3374
H -1.9373 3.7326 0.7136
H 4.2305 1.8930 -1.1187
H -0.1272 4.2373 -1.1927
H 3.2361 3.0381 -2.9313
H 2.6124 4.7338 -2.5711
H 1.4243 3.4949 -3.0495
```

Atom charges from the natural (NBO) analysis, given in e for atoms 1 to 4:
1. C -0.645
2. C -0.225
3. C 0.000
4. C -0.186

---

Q) DFT (ωB97M-V/def2-TZVPD) results for a cluster of 2 separate species, C16H17N in total.

Summary:
* LUMO energy: 0.934 eV
* gap between HOMO and LUMO: 8.67 eV
* multiplicity: 1
* SMILES: Cc1c[nH]c2ccccc12.Cc1ccccc1
* net charge: 0
* highest occupied orbital energy: -7.74 eV

XYZ file:
```
34
C16H17N, DFT ωB97M-V/def2-TZVPD
C 3.6002 3.1033 0.0305
C 2.2288 -0.4096 0.4757
C 2.7935 -0.7395 1.6801
C 2.5257 0.8446 -0.0593
C 3.1996 1.8212 0.6834
C 3.4846 0.2028 2.4576
C 3.5513 1.5035 2.0010
H 1.5512 -1.1211 0.0241
H 2.7381 -1.7185 2.1409
H 2.2674 1.1402 -1.0708
H 3.8728 -0.0982 3.4195
H 4.5490 3.4205 0.4661
H 2.8377 3.8836 0.0877
H 3.9092 2.2854 2.6649
H 3.7853 2.9724 -1.0364
C -1.6455 0.8435 -2.6587
C -2.2879 -0.7259 -0.7062
C -2.5964 -0.0255 -1.9054
C -3.3514 -1.6531 -0.4583
C -3.7710 -0.5603 -2.3752
C -1.2609 -0.5966 0.2279
C -1.2175 -1.4711 1.3023
C -2.3245 -2.3000 1.6057
C -3.3838 -2.3792 0.7148
N -4.1708 -1.5849 -1.5596
H -0.3861 0.0165 0.0562
H -0.2937 -1.6805 1.8282
H -2.3539 -3.0566 2.3760
H -0.6851 0.7682 -2.1504
H -1.9044 1.9125 -2.6571
H -4.2993 -0.3119 -3.2775
H -5.1496 -1.8482 -1.5547
H -4.1758 -3.0806 0.9579
H -1.6371 0.6430 -3.7308
```

Atom charges from the natural (NBO) analysis, given in e for atoms 1 to 4:
1. C -0.632
2. C -0.224
3. C -0.221
4. C -0.207

---

Which of them is the least stable? Correct choice: P).

---

P) DFT (ωB97M-V/def2-TZVPD) results for a cluster of 2 separate species, H2P2S4 in total.

Summary:
* LUMO energy: -1.938 eV
* gap between HOMO and LUMO: 6.34 eV
* multiplicity: 1
* net charge: 0
* highest occupied orbital energy: -8.28 eV

XYZ file:
```
8
H2P2S4, DFT ωB97M-V/def2-TZVPD
P -2.3331 -1.8059 -0.4564
P -1.0846 0.8858 -0.2604
S 2.1793 1.2073 0.4170
S -1.2414 -0.4257 -1.8025
S -1.6781 -0.3091 1.2791
S -1.3524 -3.4371 -0.2526
H 2.0661 2.5773 0.3582
H 3.4443 1.3074 0.7175
```

Atom charges from the natural (NBO) analysis, given in e for atoms 1 to 4:
1. P 0.519
2. P 0.551
3. S -0.294
4. S -0.293

---

Q) DFT (ωB97M-V/def2-TZVPD) results for the molecule H2P2S4.

Summary:
* LUMO energy: -1.085 eV
* gap between HOMO and LUMO: 8.28 eV
* multiplicity: 1
* SMILES: S=[PH]1SP(S)S1
* net charge: 0
* highest occupied orbital energy: -9.37 eV

XYZ file:
```
8
H2P2S4, DFT ωB97M-V/def2-TZVPD
P 1.3403 0.5454 -0.7691
P -0.5730 -1.1382 0.9513
S 0.5551 -1.4494 -0.8432
S 0.5446 0.6774 1.4782
S -0.8444 -2.4828 2.2823
S -0.1513 1.6505 -1.8444
H -1.7773 -0.2895 0.5949
H 0.9061 2.4866 -1.8500
```

Atom charges from the natural (NBO) analysis, given in e for atoms 1 to 4:
1. P 0.516
2. P 0.697
3. S -0.312
4. S -0.369

---

Which of them is the least stable? Correct choice: P).

---

P) DFT (ωB97M-V/def2-TZVPD) results for a structure of composition C33H31AsBrIN5O7STi.

Summary:
* LUMO energy: 1.670 eV
* gap between HOMO and LUMO: 5.93 eV
* multiplicity: 1
* net charge: -1
* highest occupied orbital energy: -4.26 eV

XYZ file:
```
81
C33H31AsBrIN5O7STi, DFT ωB97M-V/def2-TZVPD
Ti 0.0954 -0.6078 -0.1002
Br 3.5546 -6.9386 1.1529
C 2.6588 -5.4193 0.4486
C 1.6157 -5.5994 -0.4638
C 0.9616 -4.5119 -0.9883
C 1.3058 -3.2044 -0.5953
O 0.6773 -2.1768 -1.0962
C 2.3645 -3.0433 0.3173
C 2.8581 -1.7289 0.6202
N 2.2575 -0.6209 0.3738
C 3.0293 0.5476 0.6248
C 3.5920 0.7867 1.8490
C 4.4742 1.8752 2.0285
C 4.7396 2.7283 0.9953
C 4.1273 2.5313 -0.2657
C 4.3007 3.4100 -1.3624
C 3.6630 3.1437 -2.5347
C 2.8848 1.9644 -2.6426
N 2.7227 1.1183 -1.6649
C 3.2867 1.4175 -0.4694
C 3.0445 -4.1602 0.8233
H 1.3232 -6.6008 -0.7502
H 0.1411 -4.6352 -1.6821
H 3.8639 -1.6818 1.0421
H 3.3659 0.1227 2.6748
H 4.9269 2.0335 2.9990
H 5.3982 3.5780 1.1330
H 4.9228 4.2899 -1.2445
H 3.7418 3.8082 -3.3843
H 2.3704 1.7367 -3.5687
H 3.8654 -4.0187 1.5152
C -1.9603 -1.3299 -4.7190
C -1.2481 -1.6823 -3.5635
N -1.6604 -1.3930 -2.3530
C -2.7991 -0.7043 -2.2121
C -3.6139 -0.3421 -3.2939
C -3.1539 -0.6699 -4.5780
C -4.8690 0.3084 -3.0512
C -5.2792 0.5458 -1.7907
C -4.4499 0.2208 -0.6638
C -4.8483 0.4729 0.6571
C -3.9935 0.1852 1.6866
C -2.7139 -0.2916 1.3751
N -2.3036 -0.5355 0.1395
C -3.1835 -0.3368 -0.8702
H -1.5667 -1.5791 -5.6952
H -0.3030 -2.2117 -3.6315
H -3.7423 -0.3876 -5.4433
H -5.4810 0.5913 -3.8993
H -6.2349 1.0183 -1.5979
H -5.8249 0.9037 0.8470
H -4.2361 0.3660 2.7273
H -2.0097 -0.4733 2.1794
C -1.8240 3.2795 1.1057
As -0.1799 2.4931 1.6698
C 1.2476 3.7415 1.4321
C -0.2681 2.2519 3.5631
O 0.0712 0.9355 1.0783
H -2.0320 4.1033 1.7889
H -2.6095 2.5347 1.1874
H -1.7313 3.6041 0.0729
H 0.9132 4.6721 1.8947
H 1.4441 3.8816 0.3759
H 2.1203 3.3718 1.9612
H -0.3592 3.2228 4.0509
H 0.6526 1.7635 3.8830
H -1.1218 1.6288 3.8446
O -0.1514 2.0505 -3.3849
S -0.6127 1.9684 -2.0182
O -2.0528 2.0550 -1.8421
O -0.2277 0.4985 -1.5469
O 0.1128 2.8539 -1.1021
N -1.4586 -3.5489 1.3726
C -0.6128 -2.6966 2.0996
O -0.1392 -1.6947 1.3591
C -0.2625 -2.8674 3.3776
I -3.2319 -0.0349 5.3606
H -1.9015 -3.0598 0.6051
H -2.1423 -4.0082 1.9562
H 0.3776 -2.1449 3.8590
H -0.6786 -3.6741 3.9622
```

Atom charges from the Mulliken analysis, given in e for atoms 1 to 4:
1. Ti -0.467
2. Br -0.234
3. C -0.253
4. C -0.533

---

Q) DFT (ωB97M-V/def2-TZVPD) results for a structure of composition C33H31AsBrIN5O7STi.

Summary:
* LUMO energy: 1.453 eV
* gap between HOMO and LUMO: 5.47 eV
* multiplicity: 1
* net charge: -1
* highest occupied orbital energy: -4.01 eV

XYZ file:
```
81
C33H31AsBrIN5O7STi, DFT ωB97M-V/def2-TZVPD
Ti -0.7771 1.0211 -0.6218
Br 1.1595 1.4286 6.6620
C 1.0283 1.4842 4.7660
C 0.3896 2.5499 4.1498
C 0.2729 2.5693 2.7793
C 0.7545 1.5180 1.9695
O 0.5397 1.6132 0.6745
C 1.4645 0.4656 2.6168
C 2.1554 -0.6396 1.9540
N 2.0616 -0.9846 0.7423
C 2.7682 -2.1205 0.3554
C 2.6329 -3.3282 0.9983
C 3.2894 -4.4861 0.5282
C 4.0757 -4.4375 -0.5841
C 4.2355 -3.2133 -1.2804
C 5.0170 -3.0987 -2.4540
C 5.1073 -1.8939 -3.0837
C 4.4212 -0.7867 -2.5313
N 3.6970 -0.8480 -1.4472
C 3.5845 -2.0453 -0.8196
C 1.5830 0.4808 4.0142
H -0.0051 3.3668 4.7391
H -0.1896 3.4169 2.2857
H 2.8174 -1.2077 2.6258
H 1.9859 -3.3888 1.8653
H 3.1565 -5.4204 1.0593
H 4.5782 -5.3236 -0.9530
H 5.5295 -3.9739 -2.8367
H 5.6897 -1.7704 -3.9870
H 4.4802 0.1833 -3.0154
H 2.1210 -0.3241 4.5012
C -3.4602 3.7575 1.6900
C -2.6100 3.1940 0.7202
N -2.1627 1.9580 0.8133
C -2.5185 1.2116 1.8858
C -3.3564 1.6868 2.8920
C -3.8449 3.0018 2.7594
C -3.6344 0.8512 4.0244
C -3.0908 -0.3790 4.1420
C -2.2261 -0.8931 3.1208
C -1.6157 -2.1552 3.1805
C -0.8009 -2.5658 2.1563
C -0.5889 -1.7056 1.0726
N -1.1435 -0.5154 1.0009
C -1.9546 -0.1025 1.9967
H -3.7259 4.8004 1.5853
H -2.2748 3.7929 -0.1170
H -4.4831 3.4158 3.5309
H -4.2819 1.2416 4.8002
H -3.2927 -0.9946 5.0098
H -1.7933 -2.7922 4.0389
H -0.3185 -3.5333 2.1744
H 0.0587 -1.9735 0.2477
C 0.1593 -0.4308 -4.6920
As -0.4349 -1.2524 -3.0674
C -2.0497 -2.2891 -3.0553
C 0.8217 -2.7144 -2.9104
O 0.0312 -0.3526 -1.6990
H -0.1604 -1.0472 -5.5320
H 1.2473 -0.3981 -4.6475
H -0.2711 0.5620 -4.7597
H -1.8401 -3.1618 -3.6756
H -2.9118 -1.7292 -3.3994
H -2.2112 -2.6071 -2.0252
H 0.7979 -3.3202 -3.8179
H 0.5483 -3.3398 -2.0605
H 1.8203 -2.3223 -2.7592
O -3.5152 2.1294 -2.3541
S -3.1815 0.7253 -2.4897
O -2.0775 0.5305 -3.4809
O -2.5301 0.2422 -1.1599
O -4.3017 -0.1518 -2.7563
N -1.0553 3.5302 -3.5190
C -0.5059 3.6414 -2.2461
O -0.5889 2.4816 -1.5402
C 0.0918 4.6966 -1.6965
I -1.7903 6.8770 1.2279
H -1.8382 2.8817 -3.5187
H -1.3475 4.4313 -3.8689
H 0.1143 5.6491 -2.2041
H 0.4745 4.6309 -0.6904
```

Atom charges from the Mulliken analysis, given in e for atoms 1 to 4:
1. Ti 0.532
2. Br -0.241
3. C -0.274
4. C -0.525

---

Which of them is the least stable? Correct choice: Q).

---

P) DFT (ωB97M-V/def2-TZVPD) results for a cluster of 2 separate species, C2H4O3S in total.

Summary:
* LUMO energy: 0.081 eV
* gap between HOMO and LUMO: 9.10 eV
* multiplicity: 1
* net charge: 0
* highest occupied orbital energy: -9.02 eV

XYZ file:
```
10
C2H4O3S, DFT ωB97M-V/def2-TZVPD
C 1.2937 0.0735 0.0386
C 0.6069 -0.0856 -1.2827
O 2.3886 -0.4284 0.0788
O 0.7183 0.8653 0.8878
O 0.4112 -1.3254 -1.6565
S -2.1211 0.5708 0.8994
H -2.0211 1.3356 -0.1492
H 1.1758 1.1572 1.8245
H 0.6531 -2.0631 -0.9278
H -3.1053 -0.0998 0.2872
```

Atom charges from the natural (NBO) analysis, given in e for atoms 1 to 4:
1. C 0.626
2. C 0.246
3. O -0.584
4. O -0.681

---

Q) DFT (ωB97M-V/def2-TZVPD) results for the molecule C2H4O3S.

Summary:
* LUMO energy: 0.580 eV
* gap between HOMO and LUMO: 10.06 eV
* multiplicity: 1
* SMILES: O[C@H]1O[C@]1(O)S
* net charge: 0
* highest occupied orbital energy: -9.48 eV

XYZ file:
```
10
C2H4O3S, DFT ωB97M-V/def2-TZVPD
C -0.8482 -0.7129 0.4638
C 0.4012 -0.0289 0.0261
O -0.3766 -0.7919 -0.8287
O -1.9071 -0.0069 0.8383
O 0.2634 1.4834 -0.2478
S 2.0515 -0.3908 0.4697
H -0.7814 -1.7039 1.0271
H -1.7936 0.9120 0.4913
H -0.5754 1.3658 -0.7521
H 2.3927 0.8752 0.3220
```

Atom charges from the natural (NBO) analysis, given in e for atoms 1 to 4:
1. C 0.317
2. C 0.271
3. O -0.488
4. O -0.667

---

Which of them is the least stable? Correct choice: P).